Record 1
8
Properties=species:S:1:pos:R:3 method="wB97M-V/def2-TZVPD" homo_energy_ev=-7.210 spin_multiplicity=1
Cl -0.859 -0.522 -1.596
S -1.960 -2.272 -1.865
P -0.159 1.443 0.075
O 1.325 1.342 -0.382
N -0.027 0.240 1.192
H 1.618 0.439 -0.417
H -0.772 -0.276 1.698
H 0.834 -0.394 1.295

Record 2
92
Properties=species:S:1:pos:R:3 method="wB97M-V/def2-TZVPD" s2=3.77 homo_energy_ev="-6.833 / -6.894" spin_multiplicity=4
Re -0.506 -0.077 -0.167
Cl 1.575 -0.593 0.712
S -1.436 0.384 1.760
P 1.847 1.948 -1.207
P -0.428 -2.865 1.445
Si -0.942 2.559 -2.454
Si -3.185 -2.305 0.083
C 2.912 2.840 1.334
C -0.639 2.699 -4.296
C 0.100 -3.129 3.243
C -4.716 -1.324 0.541
C 1.204 -4.978 0.164
C -0.466 -0.362 -2.355
C -1.238 0.774 -1.990
C 2.556 -2.750 -2.943
C 0.434 3.104 4.100
C 0.516 3.183 -1.436
C 0.408 -1.832 4.017
C 3.086 2.990 -0.199
C 2.988 3.191 -3.593
C -3.630 -3.803 -0.935
C -0.863 -3.982 4.066
C 3.100 4.472 -0.495
C -2.143 -1.147 -0.974
C -0.895 -5.733 1.222
C -1.579 3.069 2.148
C 0.197 1.930 3.393
C -1.343 4.225 2.876
C -0.237 -4.555 0.515
C -2.489 3.537 -2.053
C -0.377 4.227 3.884
C -1.003 -1.507 -1.745
C -2.316 0.265 -1.194
C 2.591 1.844 -3.002
C -2.268 -2.812 1.640
C 3.762 0.852 -3.143
C -0.862 1.917 2.485
H 1.063 -3.645 3.089
H 1.741 1.435 -3.572
H 3.943 4.923 0.034
H -0.375 -4.279 5.001
H -0.763 -4.332 -0.431
H -5.321 -1.181 -0.365
H 0.110 2.005 -4.685
H -1.969 -5.620 1.379
H -0.669 -2.520 -1.865
H 0.908 4.101 -1.897
H -0.343 3.717 -4.571
H 3.804 3.654 -3.029
H -0.204 5.127 4.471
H 3.348 -2.022 -2.892
H -1.916 5.118 2.659
H 1.614 -2.388 -3.433
H 1.997 3.351 1.682
H -0.404 -5.921 2.183
H 4.474 1.190 -3.916
H 0.859 -2.083 4.986
H -2.283 3.033 1.324
H -2.618 -3.806 1.956
H 4.326 0.766 -2.202
H -3.295 3.219 -2.729
H -4.198 -4.520 -0.334
H -5.304 -1.897 1.271
H -0.747 -6.631 0.610
H 3.749 3.360 1.839
H -0.501 -1.286 4.297
H -4.265 -3.482 -1.768
H -1.177 -4.897 3.567
H 2.190 4.942 -0.123
H 3.205 4.709 -1.545
H 2.392 -3.424 -2.119
H 0.821 1.035 3.493
H -4.459 -0.343 0.962
H -2.759 -4.313 -1.353
H 3.354 3.036 -4.616
H 1.508 -4.639 -0.836
H 2.159 3.901 -3.659
H 0.139 3.423 -0.428
H 3.416 -0.155 -3.426
H -2.310 4.609 -2.210
H 1.252 3.132 4.821
H -1.763 -3.412 4.321
H 1.930 -4.625 0.911
H 2.872 1.805 1.708
H -2.484 -2.090 2.445
H 1.269 -6.083 0.156
H -1.588 2.483 -4.803
H 4.041 2.505 -0.471
H 1.075 -1.135 3.493
H -3.157 0.863 -0.828
H -2.807 3.368 -1.018
H 0.404 -0.337 -2.980

Record 3
24
Properties=species:S:1:pos:R:3 method="wB97M-V/def2-TZVPD" homo_energy_ev=-12.690 total_charge=+1 spin_multiplicity=1
Cl 0.606 -2.000 2.089
O -0.285 0.732 -1.580
N -0.818 -0.558 0.239
N 1.466 -0.903 -0.227
N -1.405 0.594 2.239
C -0.149 0.872 2.582
C 1.095 -1.937 -1.218
C 0.896 0.625 1.615
C -1.157 0.044 -0.869
C 0.581 -0.663 0.807
C -0.642 1.563 -2.650
H -0.215 1.138 -3.530
H -2.184 0.083 -1.273
H -2.131 0.717 2.910
H -0.219 2.527 -2.512
H 1.874 -2.261 -1.909
H 0.169 -1.795 -1.748
H -1.573 -0.191 1.551
H 0.821 -2.809 -0.698
H -1.732 1.727 -2.649
H 1.834 0.625 2.158
H 2.492 -0.801 0.169
H -0.013 1.324 3.656
H 0.689 1.349 0.847